[1]
ORCA calculation (ωB97M-V with the def2-TZVPD basis set) on a molecular structure, C43H46AuN5O2.

The geometry in XYZ format:
```
97
Properties=species:S:1:pos:R:3:forces:R:3
Au -0.422180 0.397743 0.294425 0.13 0.29 0.01
C -3.060106 -1.251079 -1.736368 0.03 -0.01 0.00
C -2.307335 -1.643230 -3.012783 0.03 0.04 0.11
C -1.348369 -2.817396 -2.781098 0.00 0.09 -0.01
C -1.647342 -0.435149 -3.659473 -0.03 -0.02 -0.07
C -2.190429 0.014221 -4.862288 0.05 -0.05 0.00
C -1.657331 1.087090 -5.561480 0.07 -0.06 0.10
C -0.569294 1.750610 -5.010290 -0.06 0.05 0.02
C -0.014258 1.358663 -3.798723 -0.08 0.04 0.01
C 1.023722 2.244059 -3.139562 0.09 0.01 0.00
C 2.021743 2.869322 -4.116802 -0.02 -0.01 0.00
C 0.294354 3.321431 -2.331113 -0.05 0.02 0.01
C -0.518103 0.223768 -3.104930 0.09 -0.05 -0.06
N 0.062144 -0.215122 -1.923019 0.06 -0.13 0.05
C 1.365261 -0.630354 -1.926853 -0.13 0.02 -0.09
C 2.159684 -0.735021 -0.787023 0.14 -0.04 0.01
N 1.730799 -0.406427 0.479741 -0.14 -0.21 -0.01
C 2.638095 -0.077510 1.468608 -0.02 -0.01 -0.11
C 2.523984 -0.671065 2.758382 0.00 0.07 0.08
C 3.454008 -0.396048 3.751035 -0.01 -0.02 -0.06
C 4.527080 0.458230 3.526351 -0.04 -0.01 -0.07
C 4.611473 1.089407 2.292447 -0.03 0.03 0.02
C 3.678795 0.871731 1.283926 0.10 0.02 0.03
C 3.711644 1.773433 0.062734 0.01 0.05 0.00
C 5.077997 1.822772 -0.627436 0.01 -0.01 0.00
C 3.261397 3.181358 0.474383 -0.03 -0.02 -0.02
C 1.367141 -1.599331 3.045385 0.02 -0.03 0.05
C 1.819871 -2.967598 3.561074 -0.02 0.03 0.02
C 0.345440 -0.955380 3.983969 -0.03 0.02 -0.03
C 3.428583 -1.383019 -1.166662 -0.01 0.03 0.10
C 4.552554 -1.808134 -0.500229 0.05 -0.04 0.01
C 5.607560 -2.421780 -1.244238 -0.06 0.04 0.05
C 5.552569 -2.617317 -2.598425 -0.05 0.04 -0.04
C 4.384775 -2.201885 -3.314075 0.02 -0.04 -0.04
C 4.126330 -2.359742 -4.712147 0.00 0.02 0.11
C 2.927032 -1.940398 -5.221783 -0.06 0.01 0.04
C 1.904140 -1.347348 -4.417580 0.01 0.01 -0.03
C 2.133179 -1.174160 -3.075282 -0.03 0.04 -0.12
C 3.386948 -1.611167 -2.571004 -0.11 0.05 0.07
H -3.497874 -2.133748 -1.254289 0.01 0.04 -0.03
H -3.867052 -0.550413 -1.969581 0.03 -0.01 0.00
H -2.390401 -0.771242 -1.019888 -0.05 -0.05 -0.04
H -3.054478 -1.988542 -3.735254 -0.06 -0.03 -0.04
H -0.565630 -2.524199 -2.084052 -0.01 -0.03 -0.01
H -0.870525 -3.120138 -3.717988 -0.02 0.01 0.03
H -1.895006 -3.678043 -2.374647 0.03 0.06 -0.02
H -3.045260 -0.517859 -5.273116 0.01 0.01 0.02
H -2.087756 1.407178 -6.503902 0.01 -0.01 0.01
H -0.168232 2.620539 -5.522531 0.01 -0.04 0.03
H 1.599673 1.644062 -2.437426 -0.02 -0.08 0.02
H 1.564449 3.665843 -4.713868 0.02 -0.04 0.00
H 2.431792 2.118511 -4.798282 -0.01 0.02 0.04
H 2.851939 3.314381 -3.560603 -0.03 0.01 -0.02
H -0.338998 3.923590 -2.994710 0.04 -0.03 0.04
H 1.004910 3.987556 -1.836587 0.04 0.01 0.05
H -0.336271 2.872105 -1.558933 0.06 0.02 -0.04
H 3.344336 -0.869883 4.724913 -0.01 0.01 -0.06
H 5.257440 0.654908 4.303103 0.00 -0.01 0.00
H 5.406569 1.812376 2.125581 -0.03 -0.03 -0.02
H 2.987668 1.398920 -0.659025 0.01 -0.02 0.02
H 5.807989 2.377946 -0.026723 -0.02 -0.04 -0.02
H 4.993160 2.328764 -1.594509 0.01 0.01 0.04
H 5.469187 0.818205 -0.804116 -0.03 0.04 -0.01
H 3.903262 3.566101 1.274543 -0.03 0.01 -0.04
H 2.229169 3.168642 0.835199 0.06 -0.01 -0.01
H 3.324851 3.872141 -0.372443 -0.04 0.00 -0.03
H 0.874266 -1.739592 2.090791 -0.04 -0.03 -0.09
H 2.256182 -2.895921 4.564032 0.00 -0.02 -0.05
H 2.572992 -3.402149 2.897431 -0.03 0.00 0.02
H 0.967452 -3.654923 3.618079 0.03 0.03 0.01
H 0.799374 -0.709988 4.951400 -0.02 -0.01 -0.03
H -0.500403 -1.630894 4.161410 0.05 0.05 -0.02
H -0.047024 -0.036273 3.538549 0.02 -0.06 0.04
H 4.658422 -1.673680 0.569932 0.02 -0.01 -0.02
H 6.494845 -2.740448 -0.706520 -0.01 0.00 0.02
H 6.378112 -3.086075 -3.124271 -0.01 0.00 0.00
H 4.871946 -2.812677 -5.357056 0.01 0.00 0.00
H 2.737640 -2.064382 -6.283320 -0.02 0.01 0.01
H 0.972801 -1.040210 -4.879438 0.04 -0.03 -0.01
N -1.084156 -4.296132 0.997225 -0.08 -0.04 0.04
C -0.613968 -3.066690 0.600580 0.11 -0.02 -0.07
N -1.375203 -2.091558 0.972180 -0.20 -0.06 0.19
C -2.419469 -2.678248 1.664829 0.11 -0.04 -0.09
C -3.510545 -2.077343 2.282685 -0.07 0.09 0.05
C -4.418424 -2.906570 2.917791 -0.01 -0.05 0.01
C -4.250986 -4.302831 2.939824 0.00 0.09 0.00
C -3.168603 -4.911926 2.328877 0.04 0.00 -0.02
C -2.259344 -4.072719 1.692516 0.14 0.01 -0.08
H -0.644407 -5.178976 0.820459 0.04 -0.03 -0.02
H 0.311951 -2.942022 0.046332 -0.10 0.00 0.07
H -3.610019 -0.995686 2.254569 0.00 -0.09 0.00
H -5.279692 -2.474502 3.413436 0.01 -0.01 -0.01
H -4.983334 -4.917961 3.449742 0.00 0.02 0.00
H -3.041166 -5.988288 2.351460 0.00 0.03 0.00
O -0.784328 2.792140 1.233881 0.04 0.34 0.07
N -1.906947 2.528203 1.659656 -0.06 -0.14 -0.01
O -2.284029 1.346899 1.443845 0.11 -0.17 -0.06
```
Forces are in eV/Å.

Results
- Total charge: -2
- HOMO-LUMO gap: 4.123 eV
- 2S+1: 1
- Calculated total energy: -60575.4869 eV
- M: 861.8 g/mol
- Relative energy (zero: lowest compared OMol25 entry of this formula, charge and spin): 0.000 eV
- HOMO: 0.100 eV

Charges computed using Löwdin, reported in e:
1. Au 0.727
2. C -0.075
3. C -0.370
4. C -0.069
5. C -0.146
6. C -0.076
7. C -0.122
8. C -0.071
9. C -0.152
10. C -0.369
11. C -0.079
12. C -0.054
13. C -0.206
14. N 0.000
15. C -0.251
16. C -0.252
17. N -0.014
18. C -0.202
19. C -0.148
20. C -0.075
21. C -0.122
22. C -0.077
23. C -0.153
24. C -0.366
25. C -0.066
26. C -0.059
27. C -0.400
28. C -0.077
29. C -0.063
30. C -0.090
31. C -0.023
32. C -0.106
33. C -0.070
34. C -0.186
35. C -0.066
36. C -0.100
37. C -0.009
38. C -0.074
39. C -0.102
40. H 0.067
41. H 0.075
42. H 0.026
43. H 0.109
44. H 0.043
45. H 0.073
46. H 0.067
47. H 0.093
48. H 0.078
49. H 0.094
50. H 0.107
51. H 0.061
52. H 0.077
53. H 0.065
54. H 0.076
55. H 0.067
56. H 0.059
57. H 0.096
58. H 0.076
59. H 0.097
60. H 0.105
61. H 0.063
62. H 0.068
63. H 0.067
64. H 0.068
65. H 0.080
66. H 0.064
67. H 0.065
68. H 0.061
69. H 0.075
70. H 0.062
71. H 0.068
72. H 0.067
73. H 0.073
74. H 0.102
75. H 0.085
76. H 0.087
77. H 0.088
78. H 0.085
79. H 0.099
80. N 0.125
81. C -0.170
82. N 0.114
83. C -0.233
84. C -0.001
85. C -0.107
86. C -0.126
87. C -0.047
88. C -0.205
89. H 0.144
90. H 0.132
91. H 0.110
92. H 0.089
93. H 0.085
94. H 0.095
95. O -0.223
96. N -0.325
97. O -0.280


[2]
ORCA calculation (ωB97M-V with the def2-TZVPD basis set) on 6 unconnected molecules or ions with the total composition C43H46NO16PS.

The geometry in XYZ format:
```
108
Properties=species:S:1:pos:R:3:forces:R:3
C 4.215280 -4.608625 -1.346816 -0.23 0.05 -0.05
C 3.617075 -4.263648 -2.706202 0.33 0.38 0.14
C 2.415059 -3.309364 -2.694802 -0.26 -0.57 0.26
C 1.629439 -3.360103 -1.399782 0.30 0.28 -0.05
O 0.376839 -2.694871 -1.522933 -0.10 0.47 0.02
C -0.721380 -3.487436 -1.555525 -0.67 0.32 -0.30
O -1.627937 -3.049004 -2.616604 -0.16 -0.73 -0.73
C -2.695889 -3.893051 -2.494650 -1.74 -0.33 -1.72
O -3.390299 -4.259097 -3.448075 1.81 1.23 2.58
C -2.794351 -4.314369 -0.996883 0.65 -0.62 -0.91
S -2.643884 -6.144819 -0.969094 -0.19 0.01 0.41
C -1.652418 -3.480329 -0.355159 -0.44 -0.60 -0.04
C -0.982673 -4.140773 0.840580 0.36 0.13 0.11
C 0.117484 -3.311642 1.532461 -0.45 -0.56 -0.08
C 0.029780 -3.353122 3.048731 0.56 0.21 0.22
C 0.868659 -2.244313 3.673532 0.26 0.09 -0.78
N 2.155810 -2.058704 2.958925 -0.16 0.11 0.37
C -2.243916 -2.059689 -0.211137 0.79 0.34 0.44
P -2.711697 -1.508359 1.425967 -0.36 -0.45 0.12
O -3.207392 -2.529874 2.351432 -0.06 -0.42 0.26
O -1.480126 -0.652735 1.942988 0.02 0.21 -0.22
O -3.866764 -0.415823 1.192136 0.19 0.42 -0.40
H 4.412332 -3.731720 -0.741847 0.16 0.30 0.06
H 5.143163 -5.149113 -1.477000 0.24 -0.14 0.02
H 3.547210 -5.228530 -0.764745 -0.14 -0.27 0.18
H 4.405192 -3.793502 -3.283820 0.14 0.03 -0.32
H 3.372686 -5.184609 -3.221394 -0.17 -0.22 -0.11
H 2.720420 -2.283267 -2.843690 0.13 0.31 -0.15
H 1.739541 -3.575725 -3.498184 -0.14 0.05 -0.34
H 2.184575 -2.825787 -0.640899 0.01 0.14 0.37
H 1.495841 -4.368569 -1.025972 -0.19 -0.33 -0.06
H -0.503871 -4.514713 -1.837470 0.62 -0.31 0.29
H -3.751647 -4.100783 -0.554931 -0.41 0.08 -0.06
H -1.939684 -6.320394 -2.090404 0.02 0.10 -0.11
H -0.533418 -5.047754 0.455579 0.07 -0.33 -0.07
H -1.701395 -4.478619 1.573267 -0.45 0.09 0.13
H 0.128781 -2.298894 1.155175 0.01 0.32 0.01
H 1.070515 -3.751134 1.285449 0.42 0.10 -0.27
H -0.996151 -3.290389 3.386864 -0.29 0.12 0.11
H 0.438581 -4.290920 3.412666 -0.06 -0.40 -0.07
H 1.125110 -2.477084 4.696864 -0.24 0.03 0.41
H 0.295827 -1.320167 3.604620 -0.20 0.18 0.40
H 2.719476 -1.484925 3.574555 0.32 -0.01 -0.04
H 1.967028 -1.462934 2.157550 0.08 -0.23 -0.06
H -1.535755 -1.329903 -0.593640 0.21 0.19 -0.05
H -3.122909 -1.957999 -0.829808 -0.36 0.04 -0.07
H -1.759251 -0.101847 2.688237 0.04 0.32 0.15
H -4.582056 -0.643280 1.790163 -0.30 -0.06 0.22
O 2.345890 4.905396 1.523545 -0.07 0.06 0.00
C 2.132649 3.726231 1.329391 0.08 -0.06 0.02
C 2.327203 3.124311 -0.012121 0.11 -0.09 0.16
C 2.092546 1.833247 -0.225353 0.05 -0.02 -0.02
C 1.630566 0.949443 0.868268 -0.06 0.04 0.12
O 1.426790 -0.233078 0.679783 0.12 0.03 -0.24
C 1.427770 1.550220 2.208210 -0.05 0.05 0.02
C 1.664218 2.839764 2.421996 -0.02 -0.07 0.01
H 2.667236 3.788355 -0.792435 -0.01 0.04 -0.02
H 2.223495 1.371793 -1.195595 -0.05 -0.01 -0.01
H 1.090502 0.882817 2.992229 0.02 -0.05 -0.03
H 1.536097 3.301878 3.392666 0.06 0.02 0.00
O 0.737927 3.546861 -2.461467 -0.05 0.03 -0.11
C 0.148675 4.531054 -2.858157 -0.02 0.01 -0.01
C -0.331004 4.631730 -4.257994 -0.02 0.01 -0.02
C -0.974938 5.712617 -4.689109 0.02 -0.04 0.00
C -1.241171 6.862949 -3.787567 0.00 -0.01 -0.02
O -1.828132 7.845747 -4.179219 -0.02 0.04 -0.01
C -0.758921 6.760920 -2.385697 0.02 -0.02 0.06
C -0.115533 5.679636 -1.955261 -0.03 0.01 -0.01
H -0.127508 3.782253 -4.897355 0.02 -0.02 0.03
H -1.333892 5.808145 -5.705770 -0.02 0.03 0.01
H -0.960434 7.610569 -1.745868 -0.01 0.02 -0.03
H 0.247001 5.586378 -0.938109 0.05 -0.01 -0.03
O -0.440443 6.748252 3.448543 -0.03 0.03 0.01
C -0.872103 5.618622 3.473885 0.05 0.03 -0.06
C -0.924158 4.784717 2.245367 -0.16 0.01 -0.02
C -1.401823 3.543875 2.274399 -0.07 0.09 -0.05
C -1.899899 2.942215 3.535673 0.07 0.10 -0.12
O -2.331644 1.807717 3.557763 0.06 -0.27 0.09
C -1.849042 3.770609 4.763481 -0.02 0.00 0.02
C -1.371572 5.011667 4.735306 0.01 -0.04 0.01
H -0.554126 5.244667 1.337814 0.01 0.04 0.06
H -1.450114 2.916665 1.392391 -0.02 -0.03 0.02
H -2.218174 3.309210 5.670461 -0.01 -0.03 -0.02
H -1.323358 5.635494 5.618503 0.02 0.03 -0.02
O 8.406519 0.985288 -0.490094 0.03 0.00 -0.03
C 7.483806 1.125094 0.280764 -0.01 0.00 0.01
C 7.433859 2.272734 1.223325 -0.03 0.01 0.02
C 6.420785 2.426155 2.071272 0.01 0.04 -0.01
C 5.298937 1.457147 2.108883 0.01 -0.07 -0.07
O 4.369015 1.594653 2.876358 0.03 -0.01 0.07
C 5.346055 0.309398 1.168691 -0.01 -0.03 -0.01
C 6.358750 0.156009 0.320554 -0.04 -0.01 0.00
H 8.262902 2.967086 1.177161 0.02 -0.02 -0.03
H 6.363403 3.254598 2.765920 -0.03 -0.01 0.01
H 4.516080 -0.386906 1.216249 0.00 0.01 0.03
H 6.414597 -0.672589 -0.374066 0.03 0.01 -0.01
O -5.539604 -2.866720 -1.484587 0.00 0.00 0.10
C -5.971838 -1.890266 -2.059628 -0.01 -0.01 -0.05
C -6.437912 -1.966971 -3.464896 -0.03 -0.04 -0.06
C -6.907613 -0.891013 -4.090256 0.01 -0.01 0.04
C -6.984668 0.426770 -3.408208 0.02 -0.05 -0.02
O -7.413225 1.405696 -3.978271 -0.02 0.06 -0.02
C -6.515039 0.498734 -2.000730 0.02 -0.03 0.01
C -6.046113 -0.577470 -1.376078 -0.07 0.09 -0.06
H -6.370047 -2.936749 -3.941415 0.06 -0.01 0.04
H -7.252685 -0.920092 -5.115736 -0.01 0.04 0.00
H -6.576717 1.467979 -1.522547 -0.02 0.02 -0.03
H -5.694795 -0.552902 -0.355314 0.05 0.00 0.01
```
Forces are in eV/Å.

Results
- HOMO-LUMO gap: 7.004 eV
- 2S+1: 1
- SMILES string: CCCCO[C@@H]1OC(=O)[C@@H](S)[C@]1(CCCCN)CP(=O)(O)O.O=C1C=CC(=O)C=C1.O=C1C=CC(=O)C=C1.O=C1C=CC(=O)C=C1.O=C1C=CC(=O)C=C1.O=C1C=CC(=O)C=C1
- Calculated total energy: -99708.1826 eV
- M: 895.9 g/mol
- HOMO: -9.020 eV

Atom charges from the Löwdin analysis, given in e for atoms 1 to 99:
1. C -0.110
2. C -0.240
3. C -0.158
4. C -0.201
5. O -0.013
6. C -0.334
7. O 0.076
8. C -0.467
9. O 0.088
10. C -0.453
11. S 0.841
12. C -0.387
13. C -0.139
14. C -0.195
15. C -0.191
16. C -0.266
17. N 0.009
18. C -0.106
19. P 0.450
20. O -0.250
21. O -0.123
22. O -0.135
23. H 0.067
24. H 0.070
25. H 0.066
26. H 0.098
27. H 0.103
28. H 0.112
29. H 0.115
30. H 0.116
31. H 0.121
32. H 0.152
33. H 0.093
34. H -0.119
35. H 0.092
36. H 0.110
37. H 0.076
38. H 0.098
39. H 0.093
40. H 0.113
41. H 0.105
42. H 0.078
43. H 0.056
44. H 0.010
45. H 0.119
46. H 0.089
47. H 0.056
48. H 0.080
49. O 0.103
50. C -0.389
51. C 0.013
52. C 0.028
53. C -0.362
54. O 0.080
55. C 0.013
56. C -0.008
57. H 0.116
58. H 0.127
59. H 0.120
60. H 0.130
61. O 0.094
62. C -0.369
63. C 0.024
64. C 0.026
65. C -0.383
66. O 0.117
67. C 0.030
68. C 0.024
69. H 0.123
70. H 0.124
71. H 0.125
72. H 0.106
73. O 0.124
74. C -0.378
75. C 0.012
76. C 0.015
77. C -0.369
78. O 0.094
79. C 0.026
80. C 0.031
81. H 0.109
82. H 0.130
83. H 0.124
84. H 0.125
85. O 0.113
86. C -0.384
87. C 0.025
88. C 0.025
89. C -0.372
90. O 0.099
91. C 0.025
92. C 0.028
93. H 0.123
94. H 0.124
95. H 0.117
96. H 0.122
97. O 0.104
98. C -0.364
99. C 0.032